[1]
138
Properties=species:S:1:pos:R:3:forces:R:3:mulliken_charge:R:1 method="wB97M-V/def2-TZVPD" gap_ev="8.7 / 8.9" e_homo_ha="-0.3027 / -0.3121" multiplicity=2
C -0.24565 1.37974 -1.26403 -0.78 0.60 -0.52 -0.753
O 0.85382 2.02915 -0.62397 0.66 -1.85 1.44 -0.537
B 1.06900 1.49673 0.69011 -0.57 2.00 -0.27 0.182
O 0.02929 1.72380 1.62876 1.21 -0.68 -0.62 -0.094
C 2.44104 0.72928 1.05969 0.78 -0.03 -0.21 2.486
P 3.71237 2.09681 0.96725 -1.13 2.83 0.61 0.995
N 3.03530 3.40942 1.58598 0.71 -1.34 -0.61 -0.846
O 4.12089 2.46333 -0.61782 0.17 -1.30 1.77 -0.616
O 5.07014 1.72118 1.84166 -1.48 -0.64 -1.75 -0.510
C 2.42781 0.18290 2.52720 -0.11 -0.43 0.16 -2.474
C 2.06863 -1.33340 2.62239 -0.09 0.11 2.19 1.741
C 0.56748 -1.66933 2.40223 -0.15 -0.35 -0.29 -1.306
C 2.38877 -1.74706 4.10983 -0.58 0.29 -0.35 -1.817
N 3.00974 -2.09035 1.78195 -0.21 1.26 -0.31 0.726
O 4.20655 -2.07328 2.23357 0.00 -0.37 0.14 -0.680
C 2.90136 -1.83089 0.34033 1.02 -1.14 -2.41 1.745
C 4.27243 -2.28274 -0.29489 -0.65 0.68 -0.65 -2.207
C 1.82945 -2.74084 -0.38426 0.25 -0.25 0.76 -1.652
C 2.70247 -0.33996 -0.08608 0.10 0.37 0.46 -2.136
H 0.05804 0.52390 -1.89551 0.08 0.45 0.23 0.347
H -0.74588 2.14896 -1.88075 0.22 -0.49 0.07 0.267
H -1.00715 0.99429 -0.56449 0.41 0.20 -0.08 0.155
H -0.68245 1.09191 1.53245 -0.41 -0.01 0.12 0.034
H 3.02785 4.12936 0.86744 -0.08 0.07 0.18 0.198
H 3.53074 2.01133 -1.22928 -0.22 -0.01 -0.24 0.374
H 5.50093 2.57115 1.97288 0.15 0.30 0.26 0.371
H 1.70763 0.71950 3.17197 0.22 -0.02 -0.59 0.103
H 3.40416 0.29977 3.03143 -0.32 -0.11 -0.50 0.809
H -0.00042 -0.90824 1.84411 0.37 -0.26 0.02 -0.014
H 0.41793 -2.63824 1.89380 0.19 0.49 0.16 0.246
H 0.06341 -1.77865 3.37864 0.25 0.24 -0.44 0.479
H 3.34138 -1.33302 4.46277 -0.21 -0.41 -0.23 0.356
H 2.35918 -2.84754 4.19380 0.15 0.48 0.06 0.447
H 1.58627 -1.32595 4.74025 0.34 -0.20 -0.18 0.467
H 5.07894 -1.56083 -0.08687 -0.20 -0.56 0.32 0.307
H 4.10356 -2.22969 -1.39002 0.17 -0.15 0.50 0.631
H 4.52917 -3.31894 -0.03928 0.03 0.42 0.04 0.592
H 2.30226 -3.26049 -1.23572 -0.27 0.39 0.29 0.503
H 1.51636 -3.54253 0.30868 -0.09 0.39 -0.37 0.392
H 0.96312 -2.17047 -0.75220 0.17 -0.31 0.29 0.253
H 3.60614 -0.01808 -0.64085 -0.41 -0.37 0.24 0.522
H 1.88342 -0.27580 -0.82521 0.35 -0.12 0.40 -0.265
C -5.09476 0.59010 -4.28896 -0.01 -0.08 0.04 -1.457
C -5.42963 0.92835 -2.84110 -0.12 -0.06 -0.30 0.394
C -4.20168 1.31669 -2.01654 -0.24 0.11 0.01 -0.035
C -3.26723 0.20163 -1.85896 -0.01 0.15 -0.06 0.261
N -2.53643 -0.67500 -1.73022 -0.07 -0.14 -0.01 -0.520
H -4.44400 -0.28574 -4.35497 0.05 0.04 0.00 0.289
H -6.00763 0.36738 -4.84372 0.03 0.01 0.00 0.386
H -4.59449 1.42598 -4.78348 0.01 -0.04 -0.02 0.394
H -5.93693 0.07932 -2.38131 0.05 0.17 0.07 -0.403
H -6.13284 1.76341 -2.82984 0.06 0.00 0.18 0.449
H -4.52613 1.64365 -1.02802 0.14 0.01 -0.02 0.013
H -3.69088 2.16552 -2.47833 0.15 -0.11 0.01 0.225
C 0.06536 5.16621 0.53782 -0.01 0.02 0.01 -0.862
C 0.46662 6.63461 0.58145 0.05 -0.36 -0.18 -0.426
C -0.19133 7.40133 1.72985 0.29 0.17 -0.16 -0.548
C -1.64429 7.48311 1.57136 0.09 0.00 0.20 0.283
N -2.78412 7.54513 1.44818 -0.04 -0.03 -0.11 -0.507
H -1.00667 5.05424 0.35488 0.00 -0.01 0.02 0.429
H 0.59347 4.65169 -0.26441 -0.06 -0.05 0.04 0.071
H 0.30853 4.66450 1.47709 0.02 -0.03 -0.04 0.412
H 0.22156 7.10714 -0.37407 0.01 0.09 0.07 0.195
H 1.55105 6.69843 0.69761 -0.04 0.11 0.06 0.336
H 0.21518 8.41460 1.76777 -0.16 0.03 0.06 0.350
H 0.04953 6.92833 2.68431 -0.14 -0.04 -0.01 0.294
C 8.29229 -4.00340 -0.43548 0.01 -0.06 -0.01 -0.921
C 8.63781 -4.16934 -1.91097 0.10 -0.03 0.36 -0.381
C 7.64094 -3.47446 -2.84219 0.33 -0.11 -0.12 -0.446
C 6.30855 -4.07416 -2.76856 0.06 0.22 -0.03 0.342
N 5.26092 -4.53704 -2.70141 -0.07 -0.13 0.01 -0.497
H 7.33535 -4.47073 -0.19465 -0.01 0.06 -0.01 0.071
H 9.05520 -4.47345 0.18598 -0.05 0.01 0.01 0.358
H 8.23628 -2.94766 -0.16149 -0.03 -0.02 0.01 0.330
H 8.69687 -5.23344 -2.15204 -0.02 0.05 -0.09 0.271
H 9.62947 -3.74743 -2.08962 -0.06 0.00 -0.12 0.310
H 8.00046 -3.54337 -3.87123 -0.16 0.00 -0.03 0.307
H 7.57849 -2.41122 -2.59976 -0.14 -0.04 0.04 0.294
C 5.40623 -7.19453 -0.02363 -0.01 0.08 -0.06 -0.928
C 5.98480 -8.37190 -0.79808 -0.22 0.28 0.01 -0.415
C 6.72511 -9.37167 0.09312 -0.08 -0.09 -0.32 -0.463
C 7.92239 -8.78828 0.70107 -0.12 -0.15 0.09 0.272
N 8.85937 -8.33017 1.17951 0.05 0.08 -0.03 -0.434
H 6.19336 -6.59957 0.44437 -0.02 -0.05 0.04 0.245
H 4.85108 -6.53946 -0.69652 0.03 0.01 0.04 0.210
H 4.72333 -7.53553 0.75789 0.03 0.01 0.01 0.387
H 6.65321 -7.99934 -1.57797 0.02 -0.09 0.02 0.232
H 5.16891 -8.89493 -1.30232 0.09 -0.09 0.00 0.328
H 7.02179 -10.23588 -0.50524 0.12 0.00 0.10 0.287
H 6.05945 -9.74262 0.87538 0.10 0.07 0.08 0.289
C -8.26900 -0.49645 1.80070 0.00 0.03 -0.04 -1.365
C -6.91454 -0.76795 1.15760 -0.31 -0.18 0.04 -0.199
C -5.93094 0.39347 1.31829 0.09 -0.32 -0.05 0.072
C -6.36912 1.59536 0.60612 0.01 -0.03 0.24 0.262
N -6.70972 2.53570 0.04242 -0.01 0.03 -0.05 -0.562
H -8.77519 0.34531 1.32409 0.03 0.00 0.02 0.367
H -8.91461 -1.36971 1.70167 0.00 0.04 0.01 0.370
H -8.16157 -0.27457 2.86511 -0.02 0.00 -0.01 0.347
H -7.05573 -0.99643 0.09932 0.08 0.05 0.02 0.012
H -6.47743 -1.65610 1.62019 0.12 0.08 -0.03 0.414
H -4.95487 0.09036 0.92907 0.02 0.14 -0.02 0.081
H -5.79147 0.62315 2.37742 -0.03 0.11 -0.04 0.283
C -1.40873 3.04396 5.97560 0.03 -0.04 -0.03 -1.376
C -2.25486 3.21256 4.71933 0.32 0.14 0.14 0.001
C -3.52285 2.35619 4.72879 0.03 0.27 -0.20 -0.264
C -3.22276 0.92319 4.70317 -0.15 0.08 0.08 0.270
N -2.98594 -0.20002 4.68294 0.05 -0.04 -0.08 -0.519
H -1.03577 2.02229 6.07144 -0.03 0.01 0.01 0.338
H -0.54530 3.70912 5.94016 -0.01 -0.03 0.02 0.371
H -1.98432 3.28480 6.87229 0.02 -0.02 0.00 0.385
H -1.64934 2.97629 3.84053 -0.09 -0.01 -0.02 -0.078
H -2.54653 4.26166 4.63168 -0.11 -0.07 -0.08 0.350
H -4.12847 2.60393 3.85364 -0.03 -0.13 0.01 0.166
H -4.12845 2.58905 5.60738 0.03 -0.14 0.03 0.404
C -1.49325 8.40061 -3.33394 0.04 -0.02 -0.04 -1.119
C -2.58498 7.39164 -3.66991 0.12 0.31 -0.07 -0.547
C -2.59511 6.18524 -2.72882 -0.25 0.07 -0.14 -0.105
C -1.38169 5.37470 -2.85222 -0.04 -0.01 0.17 0.299
N -0.42640 4.74295 -2.94161 -0.05 0.01 -0.06 -0.521
H -0.49845 7.96563 -3.45093 -0.02 -0.01 0.03 0.332
H -1.55791 9.26248 -3.99932 0.03 0.00 0.04 0.355
H -1.59323 8.75851 -2.30677 0.00 -0.01 -0.01 0.256
H -2.46680 7.05988 -4.70419 -0.04 -0.08 0.05 0.304
H -3.55522 7.88890 -3.60422 -0.02 -0.13 0.03 0.346
H -3.46002 5.55834 -2.95707 0.09 -0.10 0.06 0.262
H -2.71047 6.51761 -1.69369 0.11 -0.07 0.02 0.164
C -4.41620 -3.98530 -2.16562 -0.06 -0.03 0.01 -0.997
C -5.58399 -4.53575 -2.97732 0.31 -0.08 0.24 -0.464
C -6.29268 -3.46424 -3.80916 -0.06 -0.36 -0.09 -0.399
C -6.94685 -2.45847 -2.97216 0.09 0.02 -0.20 0.334
N -7.44788 -1.66194 -2.31503 -0.09 -0.11 0.07 -0.562
H -4.75223 -3.25599 -1.42577 0.03 0.03 -0.04 0.182
H -3.91549 -4.79274 -1.63006 0.01 0.04 0.00 0.372
H -3.68048 -3.50193 -2.81142 0.00 0.03 0.05 0.290
H -6.29639 -5.02095 -2.30593 -0.06 0.03 -0.10 0.303
H -5.20952 -5.30677 -3.65449 -0.11 0.05 -0.06 0.322
H -7.04657 -3.93816 -4.44154 -0.07 0.14 0.03 0.321
H -5.58010 -2.97661 -4.47822 -0.03 0.12 0.09 0.252

***

[2]
38
Properties=species:S:1:pos:R:3:forces:R:3:mulliken_charge:R:1 method="wB97M-V/def2-TZVPD" gap_ev="5.4 / 5.6" e_homo_ha="-0.5274 / -0.5274" total_charge=+2 multiplicity=5
C 3.35067 -2.11293 0.53721 -0.86 0.47 0.12 -1.095
C 1.96521 -2.57345 0.07491 1.58 -0.27 -0.67 0.801
O 1.88873 -3.38295 -0.82071 -0.83 0.28 0.26 -0.577
O 0.88161 -2.00252 0.67590 0.41 -0.40 0.15 -0.214
C -0.19976 -2.92352 0.86169 -1.00 -0.98 0.46 -0.834
C -1.53386 -2.22921 1.24248 0.53 0.60 0.16 -1.016
C -1.65123 -0.77671 0.79892 0.10 -1.10 0.20 -0.513
C -1.32094 -0.28077 -0.41962 -0.25 1.47 -0.04 1.599
Cl -0.62399 -1.42293 -1.63900 -0.40 -0.03 0.39 -0.141
C -1.47091 1.11269 -0.82247 -0.13 -0.30 -0.92 -0.669
C -1.03093 1.58387 -2.22524 0.87 0.48 1.37 -0.866
C 0.47970 1.77707 -2.15272 0.93 0.03 -0.61 0.727
O 1.25519 1.02964 -2.71429 -0.62 -0.47 -0.30 -0.548
O 0.95473 2.82991 -1.42346 -0.70 -1.12 -0.10 -0.295
C 1.46391 2.40496 -0.15463 0.32 -0.04 2.38 0.622
C 2.75676 1.60026 -0.02347 -0.51 0.42 -0.93 -0.620
O 0.83572 2.68429 0.82092 0.08 0.14 -1.01 -0.391
C -2.00497 2.02414 0.05275 -0.32 -0.27 -0.35 0.204
S -2.25716 3.74748 -0.39133 -0.08 -0.06 0.16 -0.151
C -2.36072 1.54951 1.36135 0.30 0.29 -0.99 0.780
N -2.87898 2.33176 2.29894 -0.18 -1.02 0.91 -0.562
S -3.12764 1.34255 3.56235 0.32 -0.06 -0.48 0.255
N -2.58300 -0.06174 2.97650 -0.26 0.29 0.20 -0.639
C -2.18730 0.17015 1.72620 -0.01 1.12 -0.24 0.907
H 4.06986 -2.91796 0.36441 -0.30 0.10 0.13 0.396
H 3.31967 -1.79204 1.58379 0.18 -0.07 -0.24 0.317
H 3.66143 -1.26485 -0.09252 -0.09 -0.21 0.23 0.249
H -0.38721 -3.57979 0.00342 0.52 0.39 -0.04 0.346
H 0.08877 -3.59336 1.68597 -0.13 0.22 -0.21 0.544
H -1.64191 -2.24103 2.33437 -0.08 0.08 -0.34 0.355
H -2.38722 -2.78471 0.82862 0.28 0.00 0.09 0.358
H -1.21666 0.84246 -3.00491 -0.30 0.14 -0.10 -0.299
H -1.46238 2.56796 -2.43880 -0.19 -0.42 -0.11 0.516
H 3.32944 1.64518 -0.95421 0.03 -0.26 0.31 0.371
H 2.45239 0.57693 0.23966 0.15 0.24 -0.24 -0.174
H 3.32574 1.99344 0.82563 -0.21 0.05 -0.27 0.409
H -3.30237 3.60087 -1.25281 0.30 -0.25 0.42 0.226
Sm -0.45034 -1.47459 -4.32582 0.55 0.51 0.23 1.619

***

Computed calculated total energy (eV) in order:
-79938.6574 -80024.1268
Computed molar mass (u) in order:
845.94 539.21